15 unconnected molecules or ions with the total composition C86H216N14O2, computed with wB97M-V/def2-TZVPD.

Properties
DFT total energy in Eh: -4322.9016
LUMO energy in eV: 0.638

Element x y z (Å)
O  15.94  23.98  20.05
O  18.96  24.48  18.34
N  24.86  21.82  14.62
N  12.38  15.28  14.48
N  19.24  16.23  12.08
N  21.46  22.45  21.34
N  13.52  19.63  11.92
N  13.99  20.39  22.93
N  20.79  26.62  18.03
N  15.32  25.61  12.95
N  17.47  11.99  15.84
N  12.81  23.41  17.80
N  18.34  19.41  17.26
N  12.96  16.50  20.27
N  17.59  17.80  24.48
N  21.82  16.53  18.47
C  20.27  14.75  10.49
C  12.90  26.06  12.64
C  20.86  17.69  13.20
C  12.62  21.93  12.68
C  15.84  11.47  14.02
C  17.00  12.35  14.52
C  17.95  20.27  18.43
C  23.59  22.19  22.87
C  20.18  21.05  22.99
C  22.45  22.02  15.34
C  12.73  14.04  20.64
C  15.57  20.33  13.05
C  12.90  19.30  10.63
C  14.86  21.04  21.95
C  14.46  21.77  16.94
C  17.62  16.63  25.37
C  13.64  14.63  12.43
C  17.47  13.12  16.75
C  13.71  18.39  24.43
C  17.06  19.47  26.21
C  22.41  18.73  17.45
C  16.83  24.19  11.50
C  13.47  25.81  18.09
C  17.95  16.66  12.59
C  20.81  21.87  20.17
C  11.83  16.55  19.28
C  18.90  20.15  16.16
C  12.79  15.40  21.27
C  14.21  16.47  19.59
C  19.87  12.53  15.40
C  18.87  11.46  15.75
C  20.70  17.06  19.24
C  18.21  17.70  23.15
C  12.03  19.95  21.31
C  20.81  26.77  20.44
C  13.76  18.29  9.89
C  14.12  22.73  18.05
C  22.79  21.88  21.56
C  16.42  25.80  13.90
C  13.54  14.50  14.01
C  20.29  16.31  13.12
C  19.76  17.58  23.12
C  20.87  25.43  15.79
C  18.02  19.03  25.14
C  12.54  20.56  22.62
C  10.82  22.54  16.65
C  11.65  22.49  17.94
C  12.64  16.75  14.39
C  12.67  24.63  18.57
C  17.77  24.95  18.93
C  16.99  17.17  11.53
C  19.93  27.67  17.62
C  14.85  20.19  11.72
C  17.97  21.21  15.58
C  22.50  15.44  16.18
C  21.68  22.17  18.88
C  14.01  25.70  13.65
C  16.47  24.85  15.08
C  14.37  18.90  23.15
C  23.74  22.73  14.85
C  17.12  23.67  19.43
C  22.81  17.61  18.34
C  17.82  17.12  16.48
C  19.77  16.00  19.76
C  15.46  24.29  12.23
C  20.54  28.86  16.80
C  21.61  26.01  16.97
C  26.09  22.65  14.57
C  25.44  19.86  13.15
C  18.00  19.43  19.69
C  26.63  22.79  15.99
C  11.70  13.31  15.87
C  16.02  13.49  17.16
C  10.47  16.68  19.94
C  13.91  17.24  15.07
C  20.59  22.45  22.46
C  21.42  16.05  17.06
C  11.94  14.80  15.83
C  24.56  21.09  13.40
C  16.24  21.38  22.59
C  21.62  26.94  19.14
C  17.25  18.48  16.90
C  15.47  16.26  20.44
C  12.66  20.41  12.78
C  17.55  15.29  24.65
C  19.17  14.90  11.55
H  15.57  23.57  13.00
H  20.11  24.64  15.89
H  13.49  22.46  13.13
H  15.51  24.98  15.58
H  13.57  15.36  22.02
H  15.48  11.75  13.02
H  11.90  13.46  21.05
H  21.46  29.21  17.29
H  17.04  16.42  16.16
H  12.58  17.06  13.34
H  25.12  19.23  12.31
H  14.38  21.98  21.63
H  14.51  14.73  14.47
H  20.11  15.64  20.76
H  25.72  22.96  16.62
H  11.49  22.21  15.83
H  16.95  21.46  21.82
H  19.56  20.44  22.25
H  14.07  17.53  10.62
H  12.03  21.47  18.07
H  16.52  18.49  17.76
H  27.13  21.94  16.34
H  14.07  26.52  14.42
H  19.88  22.43  19.93
H  24.67  21.90  22.69
H  17.18  25.48  18.23
H  18.36  15.23  23.90
H  17.96  18.59  22.60
H  17.01  20.77  15.41
H  16.03  17.37  11.94
H  21.58  19.29  17.79
H  16.23  10.42  13.99
H  19.62  21.06  23.89
H  16.45  16.51  19.94
H  12.18  17.48  18.67
H  14.32  17.47  19.08
H  14.65  18.65  9.31
H  15.45  18.71  23.11
H  17.35  25.85  13.42
H  22.33  26.11  19.17
H  14.22  15.70  18.80
H  20.07  17.55  22.03
H  15.19  21.20  13.63
H  16.99  23.06  18.55
H  12.65  25.28  11.95
H  12.41  20.53  20.42
H  21.25  15.05  10.83
H  13.95  16.74  16.06
H  11.65  20.08  12.51
H  23.76  17.15  17.97
H  22.80  21.28  16.02
H  15.08  11.49  14.78
H  18.16  17.56  13.29
H  23.30  21.61  23.80
H  18.97  18.93  19.71
H  12.80  20.26  10.10
H  18.72  16.36  19.82
H  22.25  25.32  17.51
H  9.87  21.92  16.67
H  13.04  17.88  9.16
H  13.28  26.65  18.72
H  10.48  23.57  16.30
H  14.59  24.11  11.63
H  11.80  22.30  13.28
H  22.15  18.40  16.45
H  12.59  12.67  16.06
H  11.87  15.65  18.65
H  14.88  23.47  18.08
H  26.84  22.24  13.84
H  23.26  16.14  15.84
H  12.83  20.09  13.83
H  17.44  20.45  26.51
H  19.10  27.24  17.00
H  20.24  18.44  23.54
H  18.07  12.80  17.62
H  12.65  18.36  24.27
H  17.80  16.90  22.50
H  20.06  16.69  23.67
H  19.80  13.29  16.18
H  15.46  13.92  16.34
H  16.63  15.11  24.09
H  19.56  13.10  14.54
H  11.09  15.41  16.14
H  11.75  17.15  14.81
H  14.18  17.44  24.66
H  16.94  20.79  18.28
H  17.88  13.99  16.24
H  17.07  18.76  27.05
H  18.46  16.72  17.24
H  23.52  23.33  13.93
H  20.95  16.85  16.49
H  18.34  21.58  14.60
H  17.75  23.12  20.11
H  21.64  25.07  15.09
H  14.07  22.17  19.04
H  22.10  27.87  19.09
H  16.75  16.71  26.03
H  19.78  20.62  16.53
H  19.82  29.68  16.67
H  19.87  15.96  14.12
H  21.98  15.08  15.27
H  22.87  14.57  16.74
H  17.11  25.09  10.92
H  15.41  19.41  13.70
H  17.50  15.90  13.21
H  18.01  25.51  19.79
H  24.03  23.40  15.69
H  12.76  15.05  16.60
H  20.69  20.79  20.32
H  22.24  26.74  16.51
H  12.65  22.26  11.66
H  11.27  13.05  14.89
H  17.69  14.53  25.46
H  25.55  19.24  14.04
H  16.66  18.79  16.03
H  20.65  25.73  20.68
H  13.94  18.23  22.37
H  21.10  17.67  20.09
H  20.26  13.70  10.21
H  21.79  22.64  15.88
H  11.93  26.17  13.21
H  13.58  13.45  20.90
H  17.83  12.16  13.87
H  14.84  21.20  11.20
H  13.28  26.16  17.10
H  13.76  24.83  14.30
H  19.67  15.13  19.14
H  10.94  19.93  21.30
H  20.10  15.38  9.61
H  11.89  20.24  23.47
H  23.53  22.03  20.73
H  21.88  21.50  14.57
H  23.27  19.36  17.35
H  20.36  26.23  15.22
H  27.38  23.64  16.03
H  12.87  14.27  11.73
H  10.52  17.55  20.63
H  26.49  20.11  13.01
H  16.65  20.27  12.97
H  21.76  17.73  13.92
H  19.44  28.17  18.46
H  15.07  20.40  21.00
H  13.83  15.70  12.23
H  13.84  19.05  25.29
H  16.08  19.53  25.90
H  9.76  16.92  19.13
H  16.17  22.30  23.20
H  12.78  24.49  19.63
H  20.97  22.29  18.03
H  21.46  27.06  21.26
H  18.51  16.67  26.04
H  15.35  21.16  17.00
H  21.17  22.87  23.34
H  16.88  16.33  10.82
H  13.17  27.00  12.08
H  17.57  24.17  12.29
H  11.01  22.71  18.77
H  11.83  15.72  21.72
H  19.21  10.96  16.72
H  13.85  18.36  15.30
H  18.44  17.22  15.61
H  14.35  22.19  16.00
H  20.04  18.37  13.50
H  11.90  18.92  10.92
H  15.49  16.84  21.36
H  15.52  15.25  20.67
H  13.71  20.96  17.06
H  19.67  23.01  22.39
H  17.43  18.00  10.92
H  23.08  17.99  19.34
H  10.98  13.13  16.73
H  19.13  19.33  15.39
H  18.10  19.81  24.37
H  15.42  19.61  11.03
H  17.39  25.12  15.71
H  25.77  23.59  14.19
H  17.93  22.13  16.18
H  24.48  21.74  12.48
H  20.78  15.17  17.27
H  23.59  23.22  23.21
H  12.66  14.09  19.59
H  12.33  21.69  22.45
H  18.74  21.00  18.57
H  13.29  13.50  14.33
H  21.04  15.65  12.80
H  12.28  18.86  21.19
H  14.55  25.62  18.07
H  23.66  20.47  13.55
H  14.82  17.01  14.51
H  19.79  27.25  20.51
H  19.63  25.17  18.36
H  14.60  14.11  12.18
H  16.28  26.80  14.29
H  22.01  23.19  19.04
H  18.83  10.62  15.07
H  16.93  23.33  10.85
H  22.52  21.51  18.58
H  19.00  18.82  25.59
H  15.50  23.15  20.33
H  16.58  20.62  23.26
H  21.13  20.52  23.20
H  16.75  23.81  14.72
H  16.05  14.18  17.99
H  20.92  12.14  15.27
H  15.53  12.51  17.29
H  19.34  14.12  12.29
H  20.84  28.52  15.82
H  10.23  15.76  20.38
H  11.60  24.80  18.46
H  17.13  18.73  19.80
H  20.03  17.74  18.70
H  18.23  14.69  11.03
H  21.17  18.00  12.21
H  16.78  13.39  14.41
H  18.00  20.07  20.57
H  22.79  20.78  21.57

These are the Löwdin partial charges, in e, on atoms 1 to 99: -0.06, -0.09, -0.19, -0.17, -0.18, -0.19, -0.20, -0.16, -0.23, -0.16, -0.18, -0.16, -0.17, -0.20, -0.18, -0.13, -0.08, -0.09, -0.08, -0.08, -0.06, -0.28, -0.22, -0.11, -0.08, -0.07, -0.08, -0.09, -0.25, -0.26, -0.06, -0.26, -0.05, -0.27, -0.09, -0.07, -0.10, -0.07, -0.06, -0.27, -0.22, -0.25, -0.24, -0.23, -0.29, -0.10, -0.24, -0.30, -0.25, -0.11, -0.07, -0.09, -0.23, -0.25, -0.30, -0.25, -0.27, -0.06, -0.08, -0.27, -0.25, -0.09, -0.25, -0.24, -0.26, -0.21, -0.08, -0.25, -0.26, -0.08, -0.09, -0.07, -0.27, -0.07, -0.21, -0.26, -0.28, -0.27, -0.06, -0.09, -0.22, -0.07, -0.23, -0.24, -0.10, -0.08, -0.08, -0.11, -0.06, -0.08, -0.09, -0.26, -0.24, -0.27, -0.27, -0.06, -0.24, -0.22, -0.08

=====

A molecular structure, C42H58BN6PPtS4, computed with wB97M-V/def2-TZVPD.

Properties
DFT total energy in Eh: -4040.4846
LUMO energy (spin up / spin down) in eV: -11.718 / -14.572
Charge: +4
Multiplicity: 5

Element x y z (Å)
Pt  -1.31  1.15  -1.67
S  -2.59  2.48  -3.49
S  -0.69  -0.98  -2.63
S  -1.28  2.93  -0.14
S  0.67  2.25  -2.86
P  -3.28  0.10  -1.09
N  2.21  1.36  1.13
N  2.61  -0.82  -1.47
N  1.86  0.34  -1.47
N  0.14  -0.84  -0.05
N  0.97  1.53  0.52
N  0.03  -1.13  1.29
C  -2.33  4.30  -3.27
C  0.18  2.62  0.77
C  -5.85  2.22  1.32
C  0.19  -3.51  3.44
C  -4.92  -3.48  -1.31
C  -0.22  4.69  2.30
C  2.52  2.08  2.17
C  3.67  -0.90  -2.23
C  0.54  3.46  1.88
C  -0.80  -2.30  3.25
C  -0.79  -2.04  1.71
C  3.68  1.75  4.42
C  -3.39  -1.62  -0.73
C  3.71  2.68  -3.76
C  2.06  1.31  -2.40
C  -0.50  -1.57  -1.06
C  -4.15  -3.28  0.95
C  1.64  3.09  2.63
C  -3.16  -2.12  0.62
C  3.69  -3.31  -1.51
C  5.88  -2.14  -2.17
C  4.58  0.60  2.41
C  -0.33  -1.03  3.95
C  -4.50  0.41  -2.43
C  4.69  3.14  2.49
C  -1.73  -2.74  0.71
C  -1.07  -2.78  -0.65
C  -5.15  2.40  2.51
C  3.33  1.40  -3.06
C  4.34  -2.22  -2.39
C  3.84  1.88  2.89
C  -5.30  1.49  0.24
C  -4.96  -3.91  0.05
C  3.88  -2.60  -3.86
C  -2.17  -2.72  3.75
C  -3.37  1.02  1.56
C  -1.20  -3.97  -1.56
C  -4.09  -2.41  -1.63
C  -3.97  1.71  2.62
C  -4.03  0.96  0.36
C  -1.74  2.31  -5.08
C  4.16  0.30  -2.97
B  0.76  0.38  -0.43
H  1.05  -3.22  2.85
H  5.60  3.01  3.08
H  6.24  -1.46  -1.44
H  -2.91  -2.02  3.43
H  -0.64  2.23  -4.85
H  -4.09  -3.67  1.97
H  -3.41  1.70  3.52
H  5.00  3.04  1.41
H  3.53  2.69  -4.90
H  -0.19  -4.36  -1.84
H  -3.09  4.69  -2.61
H  2.90  2.40  4.90
H  4.08  -3.66  -4.15
H  3.99  -0.25  2.68
H  -5.53  -4.83  0.23
H  4.23  4.10  2.74
H  -6.85  2.48  1.17
H  1.70  3.45  3.62
H  -5.46  -3.98  -2.11
H  -1.36  4.35  -2.74
H  3.39  0.75  4.77
H  6.27  -1.85  -3.16
H  -2.30  0.66  1.66
H  0.10  4.92  3.36
H  5.59  0.54  2.88
H  -5.91  1.35  -0.61
H  -2.16  -2.67  4.86
H  0.60  -0.76  3.52
H  0.46  -3.43  4.48
H  -0.30  -1.07  5.04
H  -1.79  -4.72  -1.09
H  0.05  5.58  1.69
H  4.83  2.83  -3.71
H  -4.04  -2.15  -2.66
H  -2.28  4.80  -4.24
H  4.29  -1.91  -4.65
H  2.78  -2.50  -3.90
H  -5.36  -0.29  -2.39
H  -1.32  4.65  2.24
H  -4.86  1.50  -2.39
H  2.60  -3.40  -1.68
H  -0.21  -4.43  3.19
H  -5.51  3.00  3.41
H  -2.46  -3.74  3.46
H  6.31  -3.15  -2.00
H  5.16  0.21  -3.46
H  -3.99  0.25  -3.42
H  -2.05  3.15  -5.74
H  3.16  3.52  -3.29
H  -2.16  1.41  -5.60
H  4.68  0.69  1.33
H  -1.06  -0.28  3.77
H  -3.22  -1.34  1.41
H  -1.68  -3.64  -2.44
H  4.62  1.99  4.91
H  4.19  -4.24  -1.67
H  3.75  -3.07  -0.46
H  -1.89  -3.75  1.08

These are the Löwdin partial charges, in e, on atoms 1 to 99: 0.47, 0.82, 0.84, 0.89, 0.75, 0.85, 0.26, 0.20, -0.02, 0.05, 0.06, 0.18, -0.26, -0.46, 0.00, 0.02, 0.02, -0.02, -0.16, -0.20, -0.19, -0.49, -0.10, -0.02, -0.36, -0.04, -0.53, -0.60, 0.04, 0.12, -0.22, -0.05, 0.00, -0.03, -0.03, -0.27, 0.00, -0.11, -0.13, -0.01, -0.22, -0.51, -0.51, -0.05, -0.01, -0.02, -0.03, -0.15, 0.04, -0.10, -0.06, -0.38, -0.32, 0.14, -0.66, 0.09, 0.10, 0.08, 0.07, -0.01, 0.12, 0.10, 0.11, 0.13, 0.13, 0.05, 0.09, 0.12, 0.08, 0.14, 0.09, 0.11, 0.13, 0.14, 0.01, 0.09, 0.09, 0.10, 0.13, 0.12, 0.09, 0.12, 0.05, 0.11, 0.12, 0.10, 0.13, 0.12, 0.11, 0.07, 0.10, 0.08, 0.09, 0.08, 0.06, 0.07, 0.07, 0.16, 0.09